Run P
Formula: C2H3OP
Source: OMol25
Level of theory: ωB97M-V with the def2-TZVPD basis set

Output
**LUMO level**: 0.0268 Ha
**Frontier orbital gap**: 9.45 eV
**M**: 74.02 u
**2S+1**: 1
**SMILES**: O=C1CP1

Atoms and positions in Å:
P1 0.596 0.728 -1.289
H1 -1.028 -0.981 -0.605
H2 1.002 1.398 -0.173
H3 -0.214 -0.665 0.907
C1 -0.938 1.114 -0.229
C2 -0.491 -0.246 -0.062
O1 -1.618 2.046 -0.008



Run Q
Formula: C2H3OP
Source: OMol25
Level of theory: ωB97M-V with the def2-TZVPD basis set

Output
**LUMO level**: 0.0023 Ha
**Frontier orbital gap**: 10.00 eV
**M**: 74.02 u
**2S+1**: 1
**SMILES**: C#P.C=O

Atoms and positions in Å:
C1 -1.050 -0.252 -0.386
P1 2.369 -0.378 -0.321
H1 -1.453 0.470 0.412
H2 0.923 1.165 1.204
O1 -0.942 -1.403 -0.081
C2 1.376 0.274 0.667
H3 -1.223 0.125 -1.495



Run R
Formula: C2H3OP
Source: OMol25
Level of theory: ωB97M-V with the def2-TZVPD basis set

Output
**LUMO level**: 0.0241 Ha
**Frontier orbital gap**: 9.09 eV
**M**: 74.02 u
**2S+1**: 1
**SMILES**: O=C1CP1

Atoms and positions in Å:
H1 1.354 -0.896 -0.625
H2 -1.791 -0.201 0.308
P1 0.311 -0.277 -1.352
H3 -0.051 -1.088 0.809
C1 0.305 0.931 0.070
C2 -0.723 -0.439 0.278
O1 0.594 1.969 0.513



Stability, lowest: run Q



Run P
Formula: C4H10N3
Source: OMol25
Level of theory: ωB97M-V with the def2-TZVPD basis set

Output
**LUMO level (alpha / beta)**: -0.1253 / -0.2772 Ha
**Total charge**: +1
**Frontier orbital gap (alpha / beta)**: 7.06 / 7.74 eV
**M**: 100.14 u
**2S+1**: 3

Atoms and positions in Å:
N1 -1.030 -0.242 -0.047
N2 -0.402 0.886 -0.644
C1 -0.263 -1.376 -0.035
H1 -0.543 1.656 -0.004
H2 1.496 0.247 1.352
N3 0.937 -1.229 -0.455
H3 -3.125 -0.778 -0.203
C2 2.237 0.486 0.601
H4 3.290 0.088 0.925
C3 1.840 -0.362 -0.520
H5 -2.801 0.914 -0.121
H6 -2.474 -0.139 1.223
H7 -0.674 0.915 -1.604
C4 -2.452 -0.058 0.177
H8 -0.579 -2.305 0.451
H9 2.256 1.560 0.320
H10 2.285 -0.262 -1.415



Run Q
Formula: C4H10N3
Source: OMol25
Level of theory: ωB97M-V with the def2-TZVPD basis set

Output
**LUMO level (alpha / beta)**: -0.1223 / -0.2529 Ha
**Total charge**: +1
**Frontier orbital gap (alpha / beta)**: 6.59 / 7.64 eV
**M**: 100.14 u
**2S+1**: 3

Atoms and positions in Å:
N1 1.210 1.597 0.932
C1 -0.951 -0.529 -1.245
H1 0.865 2.355 1.467
H2 -1.202 0.271 -1.953
C2 -1.461 -1.781 -1.302
H3 0.966 1.611 -1.133
H4 -1.270 -2.489 -0.520
H5 -1.223 -2.035 1.397
C3 -0.434 -1.508 1.888
H6 -2.101 -2.090 -2.189
N2 -0.011 -0.061 -0.309
H7 -0.050 -1.689 2.855
C4 0.383 1.315 -0.259
H8 -0.477 1.901 -0.013
N3 0.072 -0.512 1.244
H9 0.805 0.380 1.347
H10 2.243 1.415 0.774



Stability, lowest: run Q



Run P
Formula: C3H7O3
Source: OMol25
Level of theory: ωB97M-V with the def2-TZVPD basis set

Output
**LUMO level**: 0.1474 Ha
**Total charge**: -1
**Frontier orbital gap**: 8.36 eV
**M**: 91.09 u
**2S+1**: 1

Atoms and positions in Å:
C1 -2.379 0.271 0.237
H1 -1.578 1.100 -1.561
H2 -0.951 -0.597 -1.218
H3 -0.526 0.521 0.808
H4 -2.639 -0.753 0.543
H5 -3.240 0.933 0.232
O1 -1.413 0.698 1.189
C2 2.236 -0.463 0.206
H6 -2.620 -0.324 -1.752
O2 2.881 -0.500 -0.845
O3 1.045 -0.131 0.432
H7 2.753 -0.859 1.139
C3 -1.778 0.099 -1.185



Run Q
Formula: C3H7O3
Source: OMol25
Level of theory: ωB97M-V with the def2-TZVPD basis set

Output
**LUMO level**: 0.1525 Ha
**Total charge**: -1
**Frontier orbital gap**: 8.33 eV
**M**: 91.09 u
**2S+1**: 1

Atoms and positions in Å:
H1 -1.411 -0.531 -0.589
H2 1.225 -0.875 1.540
H3 -3.179 -0.611 -0.367
C1 -2.336 0.046 -0.654
O1 2.559 1.183 -0.539
O2 0.433 0.525 -0.255
H4 -2.231 0.291 -1.776
H5 -1.467 1.473 0.347
O3 -2.358 1.225 0.068
C2 1.698 0.420 -0.093
H6 2.011 -1.648 0.178
H7 3.018 -0.731 1.304
C3 2.038 -0.766 0.836



Run R
Formula: C3H7O3
Source: OMol25
Level of theory: ωB97M-V with the def2-TZVPD basis set

Output
**LUMO level**: 0.1416 Ha
**Total charge**: -1
**Frontier orbital gap**: 7.88 eV
**M**: 91.09 u
**2S+1**: 1

Atoms and positions in Å:
C1 -1.936 -0.078 2.192
C2 0.446 0.057 -0.627
O1 -2.999 -0.200 2.814
H1 0.894 -0.044 -2.836
O2 -1.117 -0.865 1.667
H2 -0.583 0.246 -0.907
H3 2.345 0.156 -1.743
H4 -1.618 1.017 1.952
H5 1.518 -1.371 -1.779
H6 0.525 -0.877 -0.068
O3 0.821 1.186 0.170
H7 0.346 1.056 1.002
C3 1.358 -0.283 -1.836



Stability, lowest: run R



Run P
Formula: C3H7O3
Source: OMol25
Level of theory: ωB97M-V with the def2-TZVPD basis set

Output
**LUMO level**: 0.1357 Ha
**Total charge**: -1
**Frontier orbital gap**: 7.46 eV
**M**: 91.09 u
**2S+1**: 1

Atoms and positions in Å:
O1 -1.020 -1.889 1.242
H1 1.233 -0.897 -0.640
C1 -1.591 0.444 1.088
H2 -1.248 1.295 0.752
H3 1.953 0.807 -0.400
C2 -0.520 -0.715 1.293
H4 -2.068 0.587 2.071
H5 0.515 0.769 -1.178
H6 -2.464 -0.019 0.586
O2 1.917 0.201 -2.317
C3 1.332 0.127 -1.071
H7 1.263 -0.206 -2.827
O3 0.698 -0.505 1.401



Run Q
Formula: C3H7O3
Source: OMol25
Level of theory: ωB97M-V with the def2-TZVPD basis set

Output
**LUMO level**: 0.1560 Ha
**Total charge**: -1
**Frontier orbital gap**: 8.08 eV
**M**: 91.09 u
**2S+1**: 1

Atoms and positions in Å:
H1 -2.141 1.906 1.839
H2 -2.569 2.028 -0.002
H3 2.439 -1.529 -1.264
H4 -1.689 -0.096 0.038
C1 -1.897 1.657 0.771
H5 1.242 -2.511 -0.191
O1 1.340 0.651 0.162
O2 0.208 -0.626 -1.324
C2 1.839 -1.632 -0.321
H6 -0.876 1.836 0.651
H7 2.709 -1.504 0.357
O3 -2.108 0.249 0.859
C3 0.952 -0.412 -0.284



Stability, lowest: run P



Run P
Formula: C28H25ClCuN3O4PS
Source: OMol25
Level of theory: ωB97M-V with the def2-TZVPD basis set

Output
**LUMO level (alpha / beta)**: -0.0273 / -0.0274 Ha
**Frontier orbital gap (alpha / beta)**: 6.73 / 6.71 eV
**M**: 629.57 u
**2S+1**: 2

Atoms and positions in Å:
N1 -1.280 1.215 1.312
H1 -1.947 4.786 -2.419
C1 1.592 -3.771 1.569
Cu1 0.654 0.544 1.438
N2 0.524 -1.901 0.530
H2 -0.103 0.775 4.732
C2 5.822 0.731 -0.119
C3 1.949 2.280 -0.631
H3 -1.718 -0.698 -2.782
O1 -2.207 -3.520 0.667
H4 6.833 0.356 -0.026
H5 -1.837 0.120 -1.208
C4 1.963 -4.263 0.332
C5 -5.183 -2.425 1.003
C6 -0.570 3.469 -1.431
C7 -2.905 3.720 -0.849
H6 0.597 -1.799 -1.516
C8 0.058 -0.237 4.381
H7 0.233 3.761 -2.092
H8 -4.349 1.012 2.610
C9 4.812 0.185 0.615
H9 -2.049 0.054 2.794
Cl1 6.889 2.471 -1.919
H10 -3.315 -0.409 -2.059
C10 -2.276 0.824 2.069
H11 4.994 -0.629 1.303
O2 -4.287 -2.260 -0.091
C11 4.307 2.281 -1.147
C12 -2.749 2.754 0.169
C13 5.569 1.796 -1.009
C14 0.905 -2.375 -0.649
H12 -1.995 -5.501 0.278
O3 2.570 0.113 1.236
H13 -4.688 -2.854 1.878
H14 1.939 3.129 -1.314
C15 -1.485 2.166 0.367
C16 -2.273 -0.656 -1.847
O4 -2.170 -1.938 -1.234
C17 3.466 0.658 0.517
C18 -1.833 4.056 -1.628
C19 -3.568 1.367 1.953
C20 -2.292 -4.604 -0.262
H15 -3.875 4.176 -1.002
H16 1.906 -3.889 -1.796
C21 0.387 -0.577 3.033
H17 2.523 -5.187 0.258
C22 -0.369 2.540 -0.434
S1 0.289 -2.782 4.381
H18 4.111 3.097 -1.832
H19 -1.615 -4.437 -1.099
C23 3.230 1.725 -0.409
N3 0.828 1.883 -0.105
C24 -3.802 2.324 1.008
H20 -5.973 -3.106 0.689
P1 -2.694 -2.029 0.306
H21 -5.630 -1.467 1.280
C25 0.880 -2.574 1.633
H22 1.872 -4.283 2.480
H23 -3.311 -4.716 -0.634
C26 -0.032 -1.316 5.211
H24 -0.268 -1.327 6.264
H25 -4.785 2.763 0.887
C27 0.523 -1.927 2.898
C28 1.625 -3.548 -0.809



Run Q
Formula: C28H25ClCuN3O4PS
Source: OMol25
Level of theory: ωB97M-V with the def2-TZVPD basis set

Output
**LUMO level (alpha / beta)**: 0.0054 / -0.0061 Ha
**Frontier orbital gap (alpha / beta)**: 6.26 / 6.96 eV
**M**: 629.57 u
**2S+1**: 2

Atoms and positions in Å:
C1 -4.116 1.911 -0.458
H1 -3.117 0.719 4.074
C2 -6.767 1.202 0.286
C3 -1.620 -1.800 -0.238
N1 -2.277 -0.543 -0.309
N2 0.159 -0.925 1.231
C4 -0.418 -1.968 0.472
C5 1.485 -1.032 1.643
H2 1.759 2.802 2.784
C6 -0.390 1.360 1.953
C7 2.170 -2.205 1.536
N3 0.396 2.077 -0.192
H3 4.600 0.468 -4.178
H4 1.912 -0.142 2.080
C8 2.315 3.467 -0.481
H5 -7.259 3.258 -0.131
C9 -2.285 0.713 3.389
C10 4.942 0.221 0.504
P1 3.238 0.018 -1.471
C11 -1.730 -0.358 2.766
H6 2.975 3.978 -1.166
H7 0.228 -5.203 -0.369
C12 1.245 2.738 -0.975
H8 6.020 0.138 0.632
C13 -5.787 0.259 0.297
C14 -2.152 -2.875 -0.946
H9 3.335 4.068 1.312
H10 -4.955 3.860 -0.784
C15 2.513 3.507 0.887
C16 -3.541 -0.529 -0.025
C17 1.640 2.809 1.709
H11 3.169 -2.924 -1.470
O1 -2.947 2.311 -0.767
H12 -3.979 -1.477 0.300
O2 3.224 -1.166 -2.586
O3 4.592 -0.487 -0.680
H13 -2.060 -1.380 2.890
C18 0.592 2.105 1.139
C19 -4.455 0.569 -0.073
Cl1 -8.397 0.795 0.757
C20 4.929 0.998 -3.287
H14 -6.025 -0.756 0.595
O4 3.820 1.207 -2.403
C21 2.584 -2.391 -2.221
H15 2.075 -4.282 0.936
H16 1.579 -2.209 -1.832
C22 -5.197 2.852 -0.475
H17 4.681 1.281 0.437
C23 -0.639 0.015 1.934
H18 5.713 0.425 -2.792
H19 1.062 2.676 -2.039
H20 2.516 -2.993 -3.124
C24 -1.508 -4.105 -0.977
C25 -0.307 -4.262 -0.325
H21 4.444 -0.210 1.374
C26 1.561 -3.333 0.990
H22 -3.061 -2.709 -1.509
C27 0.270 -3.202 0.394
C28 -6.469 2.518 -0.113
H23 5.307 1.981 -3.559
Cu1 -1.324 1.150 -0.651
H24 -1.937 -4.924 -1.539
S1 -1.522 2.177 2.953
H25 3.190 -2.244 1.893



Stability, lowest: run Q



Run P
Formula: CH4NO2
Source: OMol25
Level of theory: ωB97M-V with the def2-TZVPD basis set

Output
**LUMO level (alpha / beta)**: -0.3175 / -0.3175 Ha
**Total charge**: +1
**Frontier orbital gap (alpha / beta)**: 8.93 / 8.93 eV
**M**: 62.05 u
**2S+1**: 1

Atoms and positions in Å:
H1 -0.382 1.041 0.691
O1 2.147 0.378 0.279
O2 3.213 -0.210 0.224
H2 -0.461 0.736 -1.011
C1 -0.176 0.284 -0.027
N1 1.077 -0.285 -0.002
H3 1.458 -1.256 -0.279
H4 -1.082 -0.468 0.207



Run Q
Formula: CH4NO2
Source: OMol25
Level of theory: ωB97M-V with the def2-TZVPD basis set

Output
**LUMO level**: -0.1827 Ha
**Total charge**: +1
**Frontier orbital gap**: 10.79 eV
**M**: 62.05 u
**2S+1**: 1

Atoms and positions in Å:
C1 0.820 -0.292 2.296
H1 -0.039 -0.546 -2.270
O1 -0.655 0.779 -1.109
H2 1.025 -0.472 3.398
O2 -0.337 -0.582 -1.373
N1 0.385 0.072 1.324
H3 0.127 0.185 0.275
H4 -1.389 0.984 -1.778



Stability, lowest: run P